Density functional theory data (ωB97M-V with the def2-TZVPD basis set) for C52H53ClN4O8PSeSr as an isolated structure.

```
121
Properties=species:S:1:pos:R:3:mulliken_charge:R:1
Sr -1.51242 -0.41861 1.88204 1.464
C 4.97284 -3.81939 -0.19421 -1.436
C 3.70400 -3.02786 -0.05991 0.579
C 3.32170 -2.10205 -0.96954 -0.762
C 2.04101 -1.47166 -0.89472 0.447
C 1.50677 -0.68259 -1.88309 -0.952
N 2.18739 0.00745 -2.82357 0.018
C 3.46771 0.66644 -2.56849 -1.303
C 3.53603 1.30374 -1.18059 -0.637
C 2.39948 2.29810 -0.91101 0.084
N 1.90320 2.20828 0.44880 0.860
C 2.11216 3.10103 1.37584 -0.055
C 1.60017 3.04290 2.68353 0.466
C 1.92027 4.08965 3.57583 -1.393
C 1.41788 4.13268 4.84459 0.745
C 1.70927 5.25909 5.79581 -1.758
C 0.55789 3.08064 5.22642 -0.893
C 0.18657 2.03945 4.40954 1.842
C -0.73809 1.04586 4.97208 -1.802
N -1.27146 0.09857 4.32980 0.608
C -2.17273 -0.83006 4.99380 -1.217
C -1.90630 -2.28835 4.55935 -0.436
C -0.43595 -2.65513 4.33999 -1.320
N 0.01811 -2.27708 3.00005 0.551
C 0.90162 -3.00529 2.45696 -1.310
C 1.59688 -2.73648 1.19130 1.605
C 2.82164 -3.30527 1.03232 -0.797
C 1.11127 -1.79633 0.17965 -1.320
O 0.07571 -1.12668 0.31152 0.519
C 0.71178 1.97273 3.06131 -0.529
O 0.41626 1.07054 2.23612 0.342
H 5.58136 -3.44701 -1.01834 0.374
H 4.75193 -4.87145 -0.38977 0.277
H 5.57045 -3.77218 0.71954 0.386
H 3.94579 -1.92093 -1.83661 0.318
H 0.42350 -0.61545 -1.92126 0.755
H 1.60050 0.48602 -3.48709 0.407
H 3.58150 1.42612 -3.34423 0.485
H 4.30111 -0.02690 -2.68436 0.415
H 4.50730 1.79305 -1.07854 0.580
H 3.50119 0.51864 -0.42571 0.230
H 1.54857 2.10231 -1.56733 -0.657
H 2.71538 3.32736 -1.09388 0.813
H 1.27882 1.43713 0.74005 -0.492
H 2.72687 3.95447 1.09799 0.436
H 2.56727 4.88711 3.22182 0.256
H 2.42020 5.96134 5.36001 0.380
H 2.13284 4.89232 6.73329 0.429
H 0.80123 5.81378 6.04298 0.345
H 0.14217 3.10344 6.23059 0.406
H -0.95647 1.18312 6.04115 0.098
H -3.19165 -0.56182 4.69813 0.253
H -2.10969 -0.72760 6.08663 0.556
H -2.46737 -2.53733 3.64491 0.186
H -2.32141 -2.92763 5.34183 0.500
H -0.28912 -3.72847 4.50643 0.603
H 0.19209 -2.12077 5.06276 0.316
H 1.27796 -3.89469 2.98311 0.167
H 3.15820 -4.01592 1.78317 0.382
O -2.97228 2.89816 3.41989 -0.877
C -2.43421 2.79430 2.32110 0.215
O -2.39549 1.77839 1.56753 -0.156
C -1.59083 3.95202 1.79086 -0.170
C -1.26773 4.98299 2.66366 -1.111
C -0.36842 5.97187 2.30035 -0.555
C 0.23110 5.91369 1.05067 -1.003
C -0.10268 4.89763 0.16369 -0.482
C -1.03352 3.91226 0.49983 0.521
P -1.39976 2.51164 -0.64614 1.519
C -3.16708 2.72109 -1.07880 1.208
C -3.88725 3.89550 -0.88517 -0.555
C -5.22230 3.96529 -1.25283 -0.716
C -5.84939 2.86472 -1.81996 -0.561
C -5.13671 1.69141 -2.01416 -0.679
C -3.80162 1.62074 -1.64557 -0.604
C -0.80953 3.20248 -2.27306 0.118
C -0.18582 2.29438 -3.12171 -0.473
C 0.20531 2.64826 -4.40818 -1.094
C -0.02270 3.93621 -4.86389 -0.761
C -0.66322 4.85366 -4.03727 -0.783
C -1.06094 4.48575 -2.76305 -0.139
H -1.73637 4.96848 3.64002 0.533
H -0.11689 6.76642 2.99314 0.453
H 0.95153 6.66764 0.75353 0.421
H 0.36734 4.88469 -0.81271 0.486
H -3.41516 4.75600 -0.42716 0.305
H -5.77769 4.87953 -1.08266 0.417
H -6.89609 2.91631 -2.09277 0.364
H -5.62329 0.81628 -2.42524 0.452
H -3.26705 0.68682 -1.75602 0.298
H -0.04931 1.27535 -2.77029 0.705
H 0.66544 1.91450 -5.05954 0.456
H 0.27151 4.22019 -5.86646 0.399
H -0.86783 5.85449 -4.39777 0.425
H -1.58390 5.20152 -2.13912 0.385
O -4.03784 -1.11204 2.11862 -0.632
Cl -3.83732 -1.99037 0.95926 1.752
O -5.08351 -2.42292 0.43276 -0.758
O -3.01772 -3.09452 1.39348 -0.588
O -3.09167 -1.21313 -0.01882 -0.402
C 0.55715 -8.57938 -5.46891 -1.479
C 0.35440 -7.44078 -4.50412 0.713
C -0.76353 -6.62255 -4.57252 -1.073
C -0.96225 -5.55907 -3.69668 0.875
C -2.20296 -4.72423 -3.82309 -1.572
C -0.01190 -5.28498 -2.69685 0.158
Se -0.25574 -3.84483 -1.47687 -0.085
C 1.12607 -6.11519 -2.61943 0.716
C 2.17240 -5.87495 -1.56882 -0.986
C 1.28937 -7.16560 -3.51258 -0.981
H -0.32366 -8.71887 -6.09741 0.334
H 0.74581 -9.52003 -4.94541 0.330
H 1.41007 -8.40004 -6.12977 0.294
H -1.51326 -6.81445 -5.33599 0.211
H -2.75803 -4.98676 -4.72642 0.366
H -1.95457 -3.66225 -3.83979 0.242
H -2.85148 -4.86030 -2.95389 0.305
H 1.72440 -5.87980 -0.57159 0.302
H 2.61416 -4.88152 -1.68730 -0.022
H 2.95837 -6.63292 -1.62233 0.337
H 2.17497 -7.79153 -3.42896 0.268
```

Computed properties:
Total charge ... -1
LUMO ... 1.4 eV
ΔE to the lowest compared entry with this formula, charge and spin ... 110.7 kJ/mol

***

Density functional theory data (ωB97M-V with the def2-TZVPD basis set) for a 8-piece molecular cluster, C52H53F10NO3PS2 overall.

```
122
Properties=species:S:1:pos:R:3:lowdin_spin:R:1
C 4.40599 -2.99512 2.28900 0.016
C 4.00178 -2.20388 0.93540 0.026
C 3.80786 -3.38098 -0.16772 0.007
C 2.60236 -1.47593 1.17786 0.000
C 2.37343 -0.14058 0.32200 0.000
P 2.34717 -0.45124 -1.58069 0.004
S 1.96490 1.14892 -2.60761 0.002
S 0.81007 0.76661 0.70756 0.000
O -0.27539 0.10509 -0.11906 0.000
O 0.83726 2.22425 0.36247 0.000
C 0.26226 0.62896 2.48774 0.000
F 1.30043 0.66805 3.42038 0.000
F -0.54346 1.76058 2.74385 0.000
F -0.59732 -0.47268 2.67534 0.000
C 3.63228 0.82276 0.58160 -0.001
C 5.01228 0.07480 0.88433 0.027
C 6.15150 0.88933 0.05300 0.002
C 5.36060 0.29711 2.42830 0.021
N 5.08683 -1.33031 0.40967 0.343
O 6.27234 -1.85492 0.53556 0.545
H 3.49402 -3.51969 2.74512 0.001
H 4.91272 -2.33539 3.05661 0.001
H 5.18614 -3.77615 1.97766 0.001
H 3.07070 -3.10839 -0.98211 0.000
H 3.32684 -4.24636 0.41568 0.000
H 4.80163 -3.78160 -0.54681 0.000
H 2.59256 -1.15415 2.28290 0.000
H 1.73905 -2.22837 1.09210 0.000
H 3.64613 -1.02365 -1.85098 0.003
H 1.38410 -1.49521 -1.78243 0.001
H 3.40493 1.60879 1.38653 0.000
H 3.76970 1.43410 -0.38204 0.000
H 7.07839 0.86600 0.72535 0.000
H 6.34024 0.40633 -0.95737 0.000
H 5.83325 1.97699 -0.01039 0.000
H 6.39846 -0.10606 2.63113 0.003
H 4.55068 -0.20936 3.06702 0.000
H 5.25438 1.41417 2.66256 0.002
F 1.56532 0.57616 -6.38561 0.000
C 0.39117 1.17716 -6.62890 0.000
C -0.77348 0.42826 -6.60179 0.000
C -1.99265 1.05173 -6.84883 0.000
C -2.03008 2.41465 -7.13058 0.000
C -0.85257 3.15536 -7.15965 0.000
C 0.36489 2.53505 -6.90179 0.000
H -0.72335 -0.63315 -6.38875 0.000
H -2.91151 0.47668 -6.82256 0.000
H -2.98042 2.89951 -7.32750 0.000
H -0.88291 4.21603 -7.38299 0.000
H 1.29048 3.09803 -6.91123 0.000
F 3.34104 -2.55792 -3.36297 0.000
C 4.53566 -3.00078 -3.79924 0.000
C 5.63692 -2.16316 -3.73101 0.000
C 6.87133 -2.62237 -4.17635 0.000
C 6.98736 -3.90932 -4.69424 0.000
C 5.87251 -4.73925 -4.76200 0.000
C 4.63993 -4.28484 -4.30678 0.000
H 5.52550 -1.16117 -3.33237 0.000
H 7.74159 -1.97829 -4.12070 0.000
H 7.94997 -4.26515 -5.04552 0.000
H 5.96353 -5.73991 -5.16938 0.000
H 3.76292 -4.92017 -4.34361 0.000
F 0.47131 2.26516 8.95364 0.000
C -0.44668 2.19380 7.97549 0.000
C -0.11130 1.59921 6.77001 0.000
C -1.06351 1.52150 5.75932 0.000
C -2.33601 2.04859 5.96226 0.000
C -2.65965 2.64790 7.17559 0.000
C -1.71154 2.71627 8.19040 0.000
H 0.88682 1.20191 6.62755 0.000
H -0.81555 1.05310 4.81825 0.000
H -3.07655 1.99118 5.17142 0.000
H -3.65037 3.06180 7.33071 0.000
H -1.94879 3.17160 9.14466 0.000
F -2.96306 -2.25271 -7.27558 0.000
C -3.86243 -2.34092 -8.27002 0.000
C -3.50651 -2.95925 -9.45752 0.000
C -4.43940 -3.05372 -10.48417 0.000
C -5.71379 -2.51953 -10.31571 0.000
C -6.05818 -1.89651 -9.12063 0.000
C -5.12959 -1.81111 -8.08925 0.000
H -2.50726 -3.36193 -9.57349 0.000
H -4.17363 -3.54237 -11.41474 0.000
H -6.43942 -2.58993 -11.11898 0.000
H -7.04979 -1.47721 -8.99210 0.000
H -5.38351 -1.33706 -7.14843 0.000
F -6.41208 3.74827 7.25452 0.000
C -6.82516 2.46973 7.24671 0.000
C -6.54994 1.67322 6.14739 0.000
C -6.97240 0.34864 6.14065 0.000
C -7.67486 -0.16102 7.22922 0.000
C -7.94981 0.65017 8.32595 0.000
C -7.51792 1.97194 8.33801 0.000
H -6.00915 2.08973 5.30568 0.000
H -6.75534 -0.28549 5.28846 0.000
H -8.00805 -1.19334 7.22152 0.000
H -8.50048 0.25308 9.17139 0.000
H -7.71534 2.61538 9.18704 0.000
F -1.97718 -5.92805 -1.34859 0.000
C -2.09105 -5.12293 -2.41837 0.000
C -1.41189 -3.91541 -2.43588 0.000
C -1.52587 -3.08456 -3.54533 0.000
C -2.32616 -3.46595 -4.61965 0.000
C -3.00723 -4.67879 -4.58799 0.000
C -2.88518 -5.51552 -3.48362 0.000
H -0.80060 -3.63176 -1.58699 0.000
H -0.99258 -2.14030 -3.57298 0.000
H -2.41773 -2.81593 -5.48144 0.000
H -3.63335 -4.97271 -5.42345 0.000
H -3.40124 -6.46749 -3.44552 0.000
F 1.89015 8.65885 6.94207 0.000
C 0.78924 7.88972 6.91868 0.000
C 0.88528 6.55382 7.27322 0.000
C -0.25566 5.75884 7.25379 0.000
C -1.47662 6.30640 6.86986 0.000
C -1.55956 7.64828 6.51115 0.000
C -0.42148 8.44675 6.54077 0.000
H 1.84587 6.14344 7.56134 0.000
H -0.19379 4.71533 7.53619 0.000
H -2.36521 5.68404 6.85082 0.000
H -2.51053 8.07237 6.20839 0.000
H -0.46906 9.49557 6.27319 0.000
```

Computed properties:
2S+1 ... 2
LUMO (spin up / spin down) ... 0.1 / -0.7 eV
Expectation value of S² ... 0.754
ΔE to the lowest compared entry with this formula, charge and spin ... 331.1 kJ/mol

***

- Which of these has the lowest ΔE to the lowest compared entry with this formula, charge and spin?
  C52H53ClN4O8PSeSr

***

- Which of these has the lowest ΔE to the lowest compared entry with this formula, charge and spin?
  C52H53ClN4O8PSeSr

***

- Number 1 is which compound?
  C52H53ClN4O8PSeSr